C2H2N2O2S | ωB97M-V/def2-TZVPD

- HOMO energy (eV) = -10.32
- lowest unoccupied orbital energy (eV) = -0.390
- energy above the lowest of the compared OMol25 structures with the same formula, charge and spin (kcal per mole) = 95.48
- calculated total energy (eV) = -20012.209
- HOMO-LUMO gap (eV) = 9.9

Last column: natural (NBO) charge in e.
CARTESIAN COORDINATES (ANGSTROEM)
C  -0.774  0.290  1.170  0.214
C  -0.647  0.207  -0.262  -0.392
N  -1.068  0.390  2.276  -0.233
N  1.222  0.386  -0.356  0.501
O  1.810  1.262  0.266  -0.353
O  1.705  -0.387  -1.147  -0.350
S  -1.011  -1.246  -1.083  0.191
H  -0.796  1.096  -0.782  0.269
H  -0.441  -1.998  -0.083  0.154

***

C2H2N2O2S | ωB97M-V/def2-TZVPD

- structure (SMILES) = On1ncoc1=S
- HOMO energy (eV) = -8.90
- lowest unoccupied orbital energy (eV) = 0.646
- energy above the lowest of the compared OMol25 structures with the same formula, charge and spin (kcal per mole) = 53.71
- calculated total energy (eV) = -20014.020
- HOMO-LUMO gap (eV) = 9.5

Last column: natural (NBO) charge in e.
CARTESIAN COORDINATES (ANGSTROEM)
O  -0.964  -1.638  -0.674  -0.479
N  -0.586  -0.577  0.158  0.025
N  -1.280  -0.388  1.313  -0.228
C  -0.641  0.631  1.789  0.313
O  0.319  1.157  0.958  -0.409
C  0.384  0.276  -0.106  0.294
S  1.298  0.343  -1.499  -0.226
H  -0.301  -1.488  -1.374  0.496
H  -0.711  1.170  2.681  0.213

***

C2H2N2O2S | ωB97M-V/def2-TZVPD

- structure (SMILES) = N#CCOS(#N)=O
- HOMO energy (eV) = -11.31
- lowest unoccupied orbital energy (eV) = -0.922
- energy above the lowest of the compared OMol25 structures with the same formula, charge and spin (kcal per mole) = 98.34
- calculated total energy (eV) = -20012.085
- HOMO-LUMO gap (eV) = 10.4

Last column: natural (NBO) charge in e.
CARTESIAN COORDINATES (ANGSTROEM)
N  -1.328  2.231  0.110  -0.246
C  -1.237  1.069  0.041  0.220
C  -1.046  -0.391  0.060  -0.170
O  0.295  -0.759  0.288  -0.702
S  1.787  -0.161  -0.180  2.029
N  1.979  1.077  -0.865  -0.809
O  2.615  -1.196  0.363  -0.820
H  -1.574  -0.786  0.988  0.251
H  -1.491  -1.084  -0.805  0.247